The following is a DFT calculation (wB97M-V/def2-TZVPD) of C38H46CoN11OPS as an isolated structure.

* strongest force on any atom: 1.8 eV/Å
* charge: +2
* total energy: -116334.8662 eV
* ΔE to the lowest compared entry with this formula, charge and spin: 25.07 kcal/mol
* multiplicity: 2

Each line ends with the Mulliken spin population.
Element x y z (Å)
Co (0.059, 0.354, -0.278)  0.9965
C (3.869, 2.430, -1.548)  -0.0008
C (4.642, 2.351, -0.400)  -0.0003
C (4.085, 1.773, 0.727)  -0.0008
C (2.767, 1.316, 0.694)  -0.0066
N (2.014, 1.439, -0.408)  0.0100
C (2.562, 1.974, -1.488)  0.0013
C (2.127, 0.643, 1.834)  0.0126
C (2.709, 0.554, 3.099)  -0.0033
C (2.020, -0.105, 4.103)  0.0003
C (0.770, -0.635, 3.836)  0.0001
C (0.246, -0.502, 2.550)  -0.0027
N (0.935, 0.103, 1.584)  -0.0395
C (-1.147, -0.842, 2.225)  0.0065
C (-1.971, -1.535, 3.112)  0.0008
C (-3.332, -1.576, 2.874)  -0.0003
C (-3.826, -0.917, 1.757)  0.0002
C (-2.929, -0.315, 0.887)  0.0048
N (-1.619, -0.293, 1.092)  0.0047
H (4.256, 2.838, -2.468)  0.0002
H (5.656, 2.723, -0.388)  -0.0001
H (4.676, 1.672, 1.620)  -0.0002
H (1.937, 2.042, -2.365)  -0.0010
H (3.678, 0.977, 3.304)  -0.0001
H (2.446, -0.202, 5.090)  0.0000
H (0.200, -1.117, 4.612)  -0.0003
H (-1.561, -2.000, 3.995)  -0.0001
H (-3.992, -2.074, 3.568)  0.0000
H (-4.887, -0.842, 1.583)  0.0001
H (-3.291, 0.201, 0.008)  0.0000
N (-0.653, 3.192, -1.983)  0.0023
C (-0.613, 3.388, -0.617)  -0.0003
C (-0.493, 4.718, -0.174)  -0.0006
C (-0.476, 4.985, 1.176)  0.0004
C (-0.633, 3.919, 2.058)  -0.0003
C (-0.756, 2.651, 1.539)  0.0051
N (-0.710, 2.363, 0.232)  0.0295
C (-0.436, 2.109, -2.805)  -0.0054
C (-0.375, 2.387, -4.186)  0.0019
C (-0.045, 1.391, -5.073)  -0.0005
C (0.215, 0.122, -4.566)  0.0003
C (0.069, -0.088, -3.214)  -0.0061
N (-0.265, 0.866, -2.331)  -0.0262
H (-0.728, 4.060, -2.498)  -0.0004
H (-0.409, 5.522, -0.889)  0.0003
H (-0.349, 5.991, 1.543)  -0.0001
H (-0.659, 4.071, 3.124)  0.0003
H (-0.902, 1.815, 2.206)  0.0027
H (-0.589, 3.385, -4.539)  -0.0002
H (0.024, 1.594, -6.131)  0.0001
H (0.509, -0.685, -5.214)  0.0000
H (0.241, -1.065, -2.796)  0.0010
C (3.774, -1.032, -2.907)  -0.0001
N (3.568, -2.301, -2.259)  0.0005
C (4.606, -3.279, -2.509)  0.0002
P (2.528, -2.520, -0.968)  0.0108
O (1.656, -1.337, -0.749)  0.0037
N (3.374, -2.942, 0.425)  0.0002
C (3.967, -4.253, 0.604)  0.0000
C (4.112, -1.889, 1.089)  0.0002
N (1.759, -3.963, -1.352)  -0.0001
C (1.382, -4.208, -2.727)  0.0001
C (0.812, -4.442, -0.368)  -0.0001
H (3.784, -1.170, -3.992)  0.0000
H (4.727, -0.576, -2.612)  0.0000
H (2.955, -0.370, -2.637)  0.0001
H (4.694, -3.455, -3.584)  -0.0001
H (4.357, -4.215, -2.020)  0.0001
H (5.577, -2.943, -2.138)  0.0000
H (3.441, -4.981, -0.006)  0.0001
H (3.888, -4.546, 1.653)  -0.0001
H (5.026, -4.256, 0.328)  0.0000
H (3.775, -0.928, 0.709)  -0.0001
H (5.189, -1.974, 0.905)  0.0000
H (3.944, -1.930, 2.169)  0.0000
H (2.204, -3.942, -3.385)  0.0000
H (0.498, -3.640, -3.034)  0.0002
H (1.169, -5.270, -2.841)  0.0000
H (1.181, -4.198, 0.626)  0.0001
H (0.711, -5.523, -0.467)  0.0000
H (-0.177, -3.988, -0.486)  0.0001
N (-3.302, -0.574, -2.537)  -0.0002
C (-2.905, -1.853, -2.357)  0.0008
S (-1.572, -2.138, -1.380)  -0.0020
N (-3.644, -2.797, -2.948)  0.0001
C (-3.544, -4.204, -2.987)  0.0005
C (-4.697, -4.911, -3.316)  -0.0001
C (-4.664, -6.290, -3.387)  0.0001
C (-3.486, -6.977, -3.144)  0.0001
C (-2.336, -6.271, -2.844)  -0.0001
C (-2.359, -4.890, -2.768)  -0.0004
H (-2.696, 0.163, -2.216)  -0.0002
H (-4.143, -0.338, -3.037)  0.0000
H (-4.467, -2.455, -3.431)  0.0000
H (-5.618, -4.381, -3.515)  0.0000
H (-5.562, -6.830, -3.634)  0.0000
H (-3.463, -8.053, -3.200)  0.0000
H (-1.411, -6.795, -2.671)  0.0000
H (-1.458, -4.351, -2.549)  -0.0002


The following is a DFT calculation (wB97M-V/def2-TZVPD) of C38H46I2N4OPSi2V as an isolated structure.

* strongest force on any atom: 1.8 eV/Å
* charge: +1
* total energy: -115092.4991 eV
* ΔE to the lowest compared entry with this formula, charge and spin: 14.31 kcal/mol
* multiplicity: 2

Each line ends with the Mulliken spin population.
Element x y z (Å)
V (0.313, -0.426, 0.133)  1.1510
I (-4.326, -1.432, 6.423)  -0.0002
C (-3.145, -1.177, 4.737)  0.0005
C (-3.736, -0.830, 3.530)  -0.0006
C (-2.938, -0.653, 2.408)  -0.0034
I (-3.849, -0.479, 0.551)  -0.0002
C (-1.558, -0.778, 2.522)  -0.0050
O (-0.710, -0.575, 1.510)  -0.0171
C (-0.968, -1.248, 3.693)  -0.0031
C (0.496, -1.635, 3.771)  -0.0016
N (1.003, -2.268, 2.563)  0.0078
C (0.482, -3.592, 2.293)  0.0033
C (-0.314, -3.766, 1.009)  0.0071
C (-1.024, -4.958, 0.873)  0.0002
C (-1.778, -5.190, -0.256)  0.0004
C (-1.802, -4.210, -1.239)  0.0008
C (-1.058, -3.070, -1.030)  0.0125
N (-0.319, -2.832, 0.059)  0.0282
C (-1.780, -1.421, 4.806)  0.0003
H (-4.808, -0.736, 3.451)  -0.0001
H (0.580, -2.304, 4.642)  0.0004
H (1.108, -0.758, 3.990)  0.0018
H (2.011, -2.220, 2.522)  -0.0019
H (-0.195, -3.890, 3.106)  0.0000
H (1.282, -4.344, 2.290)  0.0001
H (-0.978, -5.691, 1.666)  -0.0002
H (-2.337, -6.108, -0.366)  0.0000
H (-2.373, -4.326, -2.146)  -0.0001
H (-1.046, -2.297, -1.778)  0.0033
H (-1.341, -1.780, 5.727)  -0.0002
C (4.032, 2.132, 1.398)  0.0023
Si (2.883, 0.767, 1.993)  0.0204
C (1.564, 1.450, 3.135)  0.0137
C (3.877, -0.568, 2.889)  0.0011
N (2.071, 0.062, 0.582)  -0.0456
C (2.816, -0.496, -0.480)  -0.0268
C (4.187, -0.772, -0.427)  0.0130
C (4.854, -1.256, -1.533)  -0.0069
C (4.163, -1.501, -2.717)  -0.0001
C (2.807, -1.254, -2.788)  0.0017
C (2.119, -0.741, -1.686)  -0.0071
N (0.745, -0.390, -1.727)  -0.1357
Si (-0.133, -0.189, -3.263)  0.0049
C (-0.256, -1.847, -4.147)  -0.0020
C (0.743, 1.042, -4.357)  -0.0015
C (-3.427, -0.523, -4.161)  0.0001
H (3.795, 3.080, 1.878)  0.0002
H (3.973, 2.277, 0.319)  0.0001
H (5.071, 1.909, 1.627)  -0.0008
H (1.703, 1.059, 4.141)  0.0000
H (0.541, 1.220, 2.832)  -0.0023
H (1.644, 2.535, 3.207)  0.0014
H (4.931, -0.296, 2.937)  0.0005
H (3.835, -1.538, 2.394)  -0.0013
H (3.538, -0.699, 3.917)  -0.0001
H (4.738, -0.591, 0.480)  0.0037
H (5.916, -1.442, -1.477)  -0.0007
H (4.683, -1.879, -3.585)  -0.0006
H (2.280, -1.450, -3.709)  0.0028
H (0.159, -1.760, -5.150)  0.0001
H (-1.275, -2.208, -4.250)  -0.0001
H (0.313, -2.614, -3.624)  -0.0002
H (1.826, 0.961, -4.275)  0.0005
H (0.461, 2.064, -4.115)  -0.0002
H (0.485, 0.863, -5.399)  0.0001
H (-3.458, -1.429, -3.556)  0.0000
H (-4.418, -0.380, -4.591)  0.0000
H (-2.736, -0.689, -4.987)  -0.0001
C (1.277, 2.676, -1.076)  0.0056
P (-0.219, 1.846, -0.457)  -0.0288
C (-1.344, 1.828, -1.883)  -0.0236
C (-1.646, 2.991, -2.477)  -0.0015
C (-2.349, 3.027, -3.754)  -0.0004
C (-2.979, 1.936, -4.184)  0.0001
C (-3.034, 0.693, -3.338)  0.0024
C (-1.742, 0.516, -2.527)  0.0308
C (-0.878, 3.065, 0.721)  0.0079
C (-2.242, 3.313, 0.850)  -0.0037
C (-2.704, 4.220, 1.791)  0.0011
C (-1.810, 4.895, 2.608)  -0.0018
C (-0.449, 4.670, 2.475)  0.0000
C (0.015, 3.764, 1.534)  -0.0038
H (1.017, 3.678, -1.421)  -0.0017
H (1.692, 2.097, -1.896)  0.0027
H (2.028, 2.744, -0.293)  0.0031
H (-1.322, 3.930, -2.041)  -0.0004
H (-2.355, 3.943, -4.324)  -0.0001
H (-3.523, 1.950, -5.117)  0.0000
H (-3.842, 0.865, -2.603)  0.0000
H (-1.984, -0.194, -1.730)  -0.0057
H (-2.944, 2.813, 0.205)  -0.0009
H (-3.766, 4.403, 1.878)  0.0001
H (-2.173, 5.606, 3.337)  -0.0001
H (0.255, 5.200, 3.100)  0.0001
H (1.082, 3.611, 1.440)  0.0001